w | ORCA calculation (ωB97M-V with the def2-TZVPD basis set) on the ion CH6N3 with charge +1.

CARTESIAN COORDINATES (ANGSTROEM)
N1 -0.14 0.61 1.05
C1 0.43 0.75 -0.23
N2 0.77 -0.69 -0.16
N3 -0.06 -1.51 -0.68
H1 0.34 0.95 1.81
H2 -1.14 0.62 1.09
H3 -0.15 1.09 -1.04
H4 1.40 1.28 -0.11
H5 0.06 -2.46 -0.49
H6 -0.93 -1.32 -1.09

As for the total charge: +1. Its multiplicity is 1.



x | ORCA calculation (ωB97M-V with the def2-TZVPD basis set) on a structure of composition CH6N3.

CARTESIAN COORDINATES (ANGSTROEM)
C1 -1.16 -0.04 -0.13
N1 -0.10 -0.47 0.17
N2 -2.35 0.26 -0.02
N3 1.07 -0.90 0.15
H1 2.31 1.20 -0.64
H2 -2.96 -0.27 0.57
H3 -2.66 1.21 0.03
H4 1.45 -1.10 -0.75
H5 2.88 0.69 -0.36
H6 1.52 -0.57 0.98

As for the total charge: +1. Its multiplicity is 1.



y | ORCA calculation (ωB97M-V with the def2-TZVPD basis set) on the ion CH6N3 with charge +1.

CARTESIAN COORDINATES (ANGSTROEM)
N1 0.63 -0.02 1.16
C1 0.01 -0.02 -0.07
N2 -0.69 1.09 -0.29
N3 -0.13 -1.16 -0.77
H1 1.14 0.95 1.42
H2 1.27 -0.79 1.42
H3 -0.49 2.02 0.14
H4 -1.42 1.10 -0.98
H5 0.39 -1.87 -0.46
H6 -0.72 -1.30 -1.58

As for the total charge: +1. Its multiplicity is 1.



Best to worst by energy: y, w, x.



w | ORCA calculation (ωB97M-V with the def2-TZVPD basis set) on a structure of composition C4H8CsO2S.

CARTESIAN COORDINATES (ANGSTROEM)
Cs1 -3.71 2.50 -1.60
C1 0.36 -0.99 1.10
C2 1.32 0.17 0.88
C3 1.05 0.78 -0.51
S1 -0.41 -0.11 -1.20
O1 0.02 -1.23 -2.01
O2 -1.33 0.85 -1.81
C4 -0.97 -0.68 0.39
H1 0.09 -1.24 2.13
H2 0.71 -1.94 0.70
H3 2.33 -0.21 1.03
H4 1.18 1.01 1.56
H5 1.80 0.70 -1.30
H6 0.69 1.81 -0.46
H7 -1.61 -1.54 0.23
H8 -1.52 0.12 0.88

As for the total charge: +1. Its multiplicity is 1.



x | ORCA calculation (ωB97M-V with the def2-TZVPD basis set) on a structure of composition C4H8CsO2S.

CARTESIAN COORDINATES (ANGSTROEM)
Cs1 -3.04 -1.49 2.95
C1 -0.98 -0.56 -0.16
C2 -0.38 0.35 0.92
C3 1.13 0.45 0.85
S1 1.46 0.57 -0.96
O1 2.53 -0.27 -1.45
O2 1.32 1.97 -1.43
C4 -0.23 -0.28 -1.54
H1 -2.07 -0.52 -0.26
H2 -0.67 -1.58 0.09
H3 -0.75 0.01 1.89
H4 -0.84 1.34 0.87
H5 1.62 -0.45 1.24
H6 1.64 1.31 1.31
H7 -0.08 -1.24 -2.04
H8 -0.65 0.39 -2.29

As for the total charge: +1. Its multiplicity is 1.



Best to worst by energy: w, x.



w | ORCA calculation (ωB97M-V with the def2-TZVPD basis set) on a cluster of 2 separate species, F3HN2O2S in total.

CARTESIAN COORDINATES (ANGSTROEM)
N1 2.18 -0.06 0.09
N2 -1.70 -0.23 -0.55
O1 -0.55 1.00 1.41
O2 -0.35 1.91 -0.93
F1 2.19 -1.38 0.18
F2 -1.87 -1.22 0.42
F3 -1.54 -0.96 -1.70
S1 -0.24 0.82 -0.01
H1 1.89 0.12 1.07

As for the total charge: 0. Its multiplicity is 1.



x | ORCA calculation (ωB97M-V with the def2-TZVPD basis set) on a cluster of 2 separate species, F3HN2O2S in total.

CARTESIAN COORDINATES (ANGSTROEM)
N1 0.32 0.39 0.35
N2 -3.68 -1.33 0.32
O1 -4.59 1.02 -0.26
O2 -2.79 0.10 -1.67
F1 -0.88 -0.14 -0.02
F2 -4.09 -0.86 1.55
F3 -2.65 -2.15 0.62
S1 -3.31 0.38 -0.38
H1 0.79 0.61 -0.55

As for the total charge: 0. Its multiplicity is 1.



y | ORCA calculation (ωB97M-V with the def2-TZVPD basis set) on a cluster of 2 separate species, F3HN2O2S in total.

CARTESIAN COORDINATES (ANGSTROEM)
N1 -0.65 0.47 0.26
N2 3.37 0.23 -0.31
O1 2.23 0.66 -0.28
O2 -0.27 2.92 -0.36
F1 -0.07 -0.54 1.10
F2 3.39 -1.30 -0.11
F3 4.16 0.58 0.87
S1 0.08 1.96 0.62
H1 -1.24 0.23 -0.55

As for the total charge: 0. Its multiplicity is 1.



Best to worst by energy: w, x, y.



w | ORCA calculation (ωB97M-V with the def2-TZVPD basis set) on an isolated molecule of C7H6.

CARTESIAN COORDINATES (ANGSTROEM)
C1 -1.79 -0.91 -0.70
C2 -1.54 0.95 0.58
C3 -0.40 -0.96 -0.51
C4 -2.49 0.16 -0.01
C5 -0.08 0.93 0.63
C6 0.58 -0.19 0.07
C7 2.05 -0.41 -0.12
H1 -2.31 -1.61 -1.36
H2 -2.03 1.79 1.18
H3 0.53 1.77 0.93
H4 2.85 0.02 0.56
H5 2.33 -0.03 -1.18
H6 2.29 -1.52 -0.07

As for the total charge: 0. Its multiplicity is 1.



x | ORCA calculation (ωB97M-V with the def2-TZVPD basis set) on a structure of composition C7H6.

CARTESIAN COORDINATES (ANGSTROEM)
C1 -0.49 -1.46 0.02
C2 0.63 -0.73 0.12
C3 -1.61 -0.43 -0.03
C4 1.89 0.82 -0.04
C5 -0.96 0.86 0.13
C6 2.14 -0.70 0.18
C7 0.34 0.74 0.08
H1 -0.52 -2.44 -0.26
H2 -2.12 -0.32 -1.00
H3 -2.37 -0.52 0.84
H4 2.32 1.59 0.51
H5 2.36 0.84 -1.08
H6 -1.62 1.75 0.53

As for the total charge: 0. Its multiplicity is 1.



Best to worst by energy: w, x.



w | ORCA calculation (ωB97M-V with the def2-TZVPD basis set) on an isolated molecule of C7H6.

CARTESIAN COORDINATES (ANGSTROEM)
C1 0.33 -0.15 -0.93
C2 -0.74 0.76 -0.27
C3 2.81 -0.47 0.04
C4 1.45 -0.24 -0.24
C5 -1.90 0.31 -0.11
C6 -2.89 -0.40 0.22
C7 2.19 0.36 0.86
H1 -0.03 -0.80 -1.68
H2 -0.63 1.80 -0.16
H3 3.84 -0.87 -0.29
H4 -3.85 -0.64 -0.30
H5 -2.90 -0.80 1.26
H6 2.32 1.12 1.60

As for the total charge: 0. Its multiplicity is 1.



x | ORCA calculation (ωB97M-V with the def2-TZVPD basis set) on an isolated molecule of C7H6.

CARTESIAN COORDINATES (ANGSTROEM)
C1 -1.88 -0.72 0.69
C2 -1.40 0.49 0.51
C3 0.79 -0.89 0.06
C4 0.96 0.66 0.29
C5 -0.65 -0.97 -0.42
C6 -0.39 1.32 -0.15
C7 -1.25 0.23 -1.04
H1 1.55 -1.29 -0.57
H2 0.99 -1.28 1.00
H3 1.13 0.87 1.31
H4 1.79 0.98 -0.52
H5 -1.01 -1.79 -0.87
H6 -0.63 2.38 -0.28

As for the total charge: 0. Its multiplicity is 1.



Best to worst by energy: w, x.